Record 1
# C7H13N

An isolated molecule of C7H13N (ωB97M-V with the def2-TZVPD basis set, OMol25).

The geometry in ORCA input format:
```
! RIJCOSX wB97M-V def2-TZVPD def2/J DEFGRID3
* xyz 0 1
C 1.68992 -0.88505 0.64746
C 0.32371 -0.57862 1.30213
N -0.24490 0.08552 -2.10189
C -0.32393 0.54013 -0.82696
C -0.78628 -0.46655 0.21979
C -1.18854 -1.73757 -0.37999
C -0.60068 2.57586 0.52734
C -0.15455 1.92508 -0.54774
H 2.38486 -1.45382 1.26501
H 2.17755 0.04169 0.35885
H 1.45698 -1.55379 -0.18209
H 0.37132 0.31125 1.91875
H 0.05277 -1.43363 1.91373
H -0.58060 -0.90909 -1.98007
H 0.73494 0.01903 -2.40437
H -1.66756 -0.02315 0.69543
H -2.23499 -1.88688 -0.62967
H -0.52451 -2.56948 -0.57798
H -1.23988 2.03718 1.21435
H -0.17605 3.53412 0.78827
H 0.53042 2.42779 -1.22036
*
```

Output
* E_HOMO: -0.21941 Eh
* total energy: -8955.0821 eV
* energy above the lowest of the compared OMol25 structures with the same formula, charge and spin: 4.851 eV
* HOMO-LUMO gap: 4.97 eV

=====

Record 2
# C6H11N

An isolated molecule of C6H11N (ωB97M-V with the def2-TZVPD basis set, OMol25).

The geometry in ORCA input format:
```
! RIJCOSX wB97M-V def2-TZVPD def2/J DEFGRID3
* xyz 0 1
C -2.41307 2.63740 0.88905
C -2.17570 1.49311 0.25310
C -1.07796 0.58122 0.61020
C -0.13253 0.01818 -0.11282
C 1.05949 -0.66391 0.50822
C 1.96419 -1.26619 -0.55065
N 1.25921 -2.16603 -1.42870
H -1.72041 2.93850 1.66959
H -3.07793 3.43212 0.60135
H -2.84527 1.19047 -0.54315
H -1.01873 0.39535 1.69282
H -0.07459 0.18208 -1.18786
H 1.61364 0.05807 1.10471
H 0.75072 -1.45152 1.19064
H 2.87579 -1.70067 -0.11608
H 2.39274 -0.42973 -1.11089
H 1.47798 -2.15274 -2.41037
H 1.14244 -3.09573 -1.05915
*
```

Output
* structure (SMILES): C=C/C=C/CCN
* E_HOMO: -0.32013 Eh
* total energy: -7888.8142 eV
* energy above the lowest of the compared OMol25 structures with the same formula, charge and spin: 1.717 eV
* HOMO-LUMO gap: 9.88 eV

=====

Record 3
# C8H14N3O3

The ion C8H14N3O3 with charge +1 (ωB97M-V with the def2-TZVPD basis set, OMol25).

The geometry in ORCA input format:
```
! RIJCOSX wB97M-V def2-TZVPD def2/J DEFGRID3
* xyz 1 1
C -1.13640 1.17553 -1.48473
C -1.57710 -1.08862 -0.25310
C 1.01929 2.31233 -0.75750
C 1.81831 -0.11052 -0.90640
C 1.47125 1.06826 0.03330
C -0.67957 -0.11172 -0.88703
C 0.70573 -0.32476 1.89445
C -3.73957 -1.56440 0.54375
N -0.24794 2.18581 -1.45410
N 0.49356 0.73805 1.00485
N 0.53629 -0.77124 -1.31433
O -2.22481 1.24667 -2.00360
O -1.08954 -2.18821 -0.00292
O -2.77151 -0.66001 0.01404
H 0.94007 3.14408 -0.04956
H 1.78890 2.56719 -1.49701
H 2.35440 0.26388 -1.78023
H 2.45212 -0.84485 -0.40832
H 2.40691 1.35152 0.54309
H -0.24727 -0.79012 2.15157
H 1.43461 -1.09025 1.60228
H 1.04560 0.14541 2.82872
H -4.02268 -1.22666 1.53989
H -3.34433 -2.58205 0.58389
H -4.61055 -1.51899 -0.11356
H -0.60637 3.05379 -1.83488
H 0.53860 -0.92405 -2.33033
H 0.37488 -1.71672 -0.83063
*
```

Output
* E_HOMO (spin up / spin down): -0.49268 / -0.49759 Eh
* total energy: -19126.6242 eV
* energy above the lowest of the compared OMol25 structures with the same formula, charge and spin: 3.235 eV
* HOMO-LUMO gap (spin up / spin down): 8.58 / 8.01 eV

=====

Record 4
# C3H6O4Tl

A structure of composition C3H6O4Tl (ωB97M-V with the def2-TZVPD basis set, OMol25).

The geometry in ORCA input format:
```
! RIJCOSX wB97M-V def2-TZVPD def2/J DEFGRID3
* xyz 2 2
O 0.06421 -1.03359 0.19775
C -0.93317 -0.13815 0.20120
O -2.08314 -0.29963 -0.02400
O -0.28270 1.04034 0.37579
C -0.85020 2.24081 -0.03449
H -1.87122 2.19152 -0.40365
H -0.34466 3.09885 0.39768
C -0.24226 -2.43188 -0.01721
H -0.91579 -2.76769 0.77622
H -0.69636 -2.54480 -1.00568
H 0.71748 -2.94924 0.03553
O 2.95858 1.23257 -0.30881
H 2.78158 2.15169 -0.68884
Tl 1.69763 0.20923 0.49851
*
```

Output
* E_HOMO (spin up / spin down): -0.65138 / -0.78675 Eh
* total energy: -16065.8656 eV
* energy above the lowest of the compared OMol25 structures with the same formula, charge and spin: 2.428 eV
* expectation value of S²: 0.75
* HOMO-LUMO gap (spin up / spin down): 5.15 / 8.84 eV

=====

Record 5
# C18H33Cl12NO3

A cluster of 5 separate species, C18H33Cl12NO3 in total (ωB97M-V with the def2-TZVPD basis set, OMol25).

The geometry in ORCA input format:
```
! RIJCOSX wB97M-V def2-TZVPD def2/J DEFGRID3
* xyz 0 1
C 0.47104 -1.15203 3.32747
C 1.24034 -1.48307 2.06125
C 1.52525 -0.37713 0.87166
O 3.01568 -0.36347 0.69505
C 3.59879 0.86022 1.26511
N 3.12589 1.20264 2.66480
C 0.90586 -0.84182 -0.61127
C 0.79213 -2.47293 -0.72239
O -0.29301 -0.09363 -1.00444
C -1.54402 -0.77452 -0.65583
O -1.68931 -1.09675 0.78967
C -2.70307 -2.18282 0.96325
C -3.52893 -2.05182 2.37365
C -3.69734 -3.56076 3.07268
C -5.04808 -1.45096 2.23832
C -5.26540 -0.37051 1.02497
C -6.91943 -0.15577 0.89992
C -4.65506 1.07671 1.49845
H -0.66790 -0.82963 3.30299
H 1.05266 -1.26924 4.35334
H 1.65446 -2.57117 1.93981
H 1.07773 0.68264 1.08445
H 3.52535 1.79385 0.52468
H 4.77047 0.65293 1.36070
H 2.28614 1.82929 2.65565
H 2.98778 0.35844 3.26228
H 1.75619 -0.52367 -1.38788
H 0.04735 -2.97426 0.02927
H 1.90051 -2.90492 -0.65143
H 0.40481 -2.77418 -1.80933
H -2.41715 0.00960 -0.87838
H -1.80557 -1.70279 -1.35988
H -3.41116 -2.30205 0.02587
H -2.07549 -3.19413 1.01508
H -2.97776 -1.39549 3.19510
H -3.59104 -3.49188 4.23848
H -2.91216 -4.33470 2.68037
H -4.76654 -4.03256 2.86570
H -5.86416 -2.28762 2.15491
H -5.27100 -0.87629 3.25802
H -4.92069 -0.73089 -0.03383
H -7.19102 0.45097 -0.08090
H -7.24644 0.42575 1.87847
H -7.42826 -1.22865 0.88826
H -5.28192 1.43525 2.44409
H -3.51080 0.97312 1.72593
H -4.89049 1.87059 0.64689
Cl 3.84093 4.16035 -3.29054
C 4.42261 2.66249 -2.54384
Cl 3.07062 1.56545 -2.21494
Cl 5.62393 1.87560 -3.58169
H 4.90059 2.91443 -1.59373
Cl 6.40682 -3.28511 0.79099
C 4.64486 -3.19422 0.95442
Cl 3.86939 -3.23497 -0.63823
Cl 4.04542 -4.51495 1.97218
H 4.39218 -2.24627 1.43627
Cl -0.59437 1.73459 -6.56259
C 0.57715 2.23137 -5.32961
Cl 0.61959 3.99701 -5.18727
Cl 0.18854 1.49050 -3.76769
H 1.56777 1.88681 -5.63720
Cl 6.08941 8.13556 -3.58162
C 5.58165 7.31216 -5.06609
Cl 6.62540 5.91800 -5.39240
Cl 3.88737 6.80695 -4.94902
H 5.67484 8.01437 -5.89847
*
```

Output
* structure (SMILES): C=C[C@@H](OCN)[C@@H](C)OCOC[C@H](C)CC(C)C.ClC(Cl)Cl.ClC(Cl)Cl.ClC(Cl)Cl.ClC(Cl)Cl
* E_HOMO: -0.29639 Eh
* total energy: -177092.1116 eV
* HOMO-LUMO gap: 7.95 eV